No. 1
Below is the ion C3H4Br2N3 with charge +1 at a distorted geometry, with properties calculated with ωB97M-V with the def2-TZVPD basis set.

The calculation puts the energy above the lowest of the compared OMol25 structures with the same formula, charge and spin at 2.008 eV. The value obtained for the gap between HOMO and LUMO (spin up / spin down) is 5.12 / 5.07 eV. As for the HOMO energy (spin up / spin down): -12.5606 / -12.5452 eV. The value obtained for the LUMO energy (spin up / spin down) is -7.44 / -7.47 eV. The calculation puts the energy at -5428.6361 hartree. The structure (SMILES) is NC(=[NH2+])C(Br)=C=NBr. The net charge is +1.

```
12
C3H4Br2N3, DFT ωB97M-V with the def2-TZVPD basis set
C -0.85277 1.13842 -1.01170
C 0.48958 -0.54714 0.51060
C 0.28019 0.60088 -0.32022
N -1.66279 1.74302 -1.63398
N -0.66145 -1.30342 0.73072
N 1.66636 -0.92336 1.02251
Br 1.73302 1.74797 -0.71607
Br -3.07015 2.33977 -3.19376
H -1.52419 -0.72168 0.55490
H -0.65931 -1.99185 1.47281
H 2.47940 -0.21404 1.23394
H 1.78212 -1.86855 1.35024
```



No. 2
Below is a structure of composition C3H4Br2Na5O3 at a distorted geometry, with properties calculated with ωB97M-V with the def2-TZVPD basis set.

The calculation puts the energy above the lowest of the compared OMol25 structures with the same formula, charge and spin at 3.595 eV. The value obtained for the gap between HOMO and LUMO is 4.78 eV. As for the HOMO energy: -14.6032 eV. The value obtained for the LUMO energy is -9.83 eV. The calculation puts the energy at -6301.1162 hartree. The net charge is +3.

```
17
C3H4Br2Na5O3, DFT ωB97M-V with the def2-TZVPD basis set
Na -3.61585 -2.61324 4.55753
Na 1.71099 -3.29061 -1.04208
Na -2.91554 -2.38566 -1.24967
Na 0.71619 -4.29606 5.04075
Na 2.41755 -0.48647 2.75378
C -1.04278 -1.58799 2.01419
O -0.30516 -1.43137 1.04982
O -2.22944 -1.90244 1.87126
O -0.63630 -1.54435 3.18200
Br 2.34009 3.80995 -1.22268
C 1.20665 2.21381 -1.71511
C 0.35442 2.59179 -2.79340
Br -0.98651 1.22654 -3.18443
H 0.61689 1.87079 -0.86504
H 1.84307 1.44744 -2.15754
H 0.78372 2.93216 -3.73571
H -0.25796 3.44567 -2.50359
```



No. 3
Below is the molecule C3H4Br2O at a distorted geometry, with properties calculated with ωB97M-V with the def2-TZVPD basis set.

The calculation puts the energy above the lowest of the compared OMol25 structures with the same formula, charge and spin at 4.301 eV. The value obtained for the gap between HOMO and LUMO is 7.72 eV. As for the HOMO energy: -7.8350 eV. The value obtained for the LUMO energy is -0.11 eV. The calculation puts the energy at -5339.7861 hartree.

```
10
C3H4Br2O, DFT ωB97M-V with the def2-TZVPD basis set
C 1.10181 1.18464 0.09264
C 0.04838 0.14603 0.26161
C -0.30575 -1.21152 -0.07347
O 0.58955 0.49448 1.38696
Br 2.74572 0.48493 -0.52886
Br -1.90338 1.22648 -0.06999
H -1.21167 2.28012 -0.70207
H -0.60138 -1.16973 -1.02341
H -1.02882 -1.59674 0.60772
H 0.56553 -1.83869 0.04886
```



No. 4
Below is a structure of composition C3H4Br3I3N at a distorted geometry, with properties calculated with ωB97M-V with the def2-TZVPD basis set.

The calculation puts the energy above the lowest of the compared OMol25 structures with the same formula, charge and spin at 0.000 eV. The value obtained for the gap between HOMO and LUMO (spin up / spin down) is 8.60 / 4.54 eV. As for the HOMO energy (spin up / spin down): -13.4549 / -11.1652 eV. The value obtained for the LUMO energy (spin up / spin down) is -4.85 / -6.62 eV. The calculation puts the energy at -8786.2227 hartree. The net charge is +1.

```
14
C3H4Br3I3N, DFT ωB97M-V with the def2-TZVPD basis set
C 0.91245 -0.07849 1.70165
C -1.68006 2.04540 -1.56782
C 0.40646 -1.00067 -0.51785
N 0.08643 -0.70127 0.70491
Br -2.85796 1.83542 -2.98381
Br -2.24744 1.62018 0.14649
Br -0.15367 3.09746 -1.75147
I -1.00785 -1.94698 -1.72919
I 2.13536 -0.29308 -1.43099
I 1.87884 -3.79772 0.47269
H 1.94913 -0.02516 1.37698
H 0.54374 0.92905 1.90426
H 0.84986 -0.65677 2.62365
H -0.81530 -1.02737 1.05053
```



No. 5
Below is the molecule C3H4BrClO at a distorted geometry, with properties calculated with ωB97M-V with the def2-TZVPD basis set.

The calculation puts the energy above the lowest of the compared OMol25 structures with the same formula, charge and spin at 1.451 eV. The value obtained for the gap between HOMO and LUMO is 10.12 eV. As for the HOMO energy: -9.6004 eV. The value obtained for the LUMO energy is 0.52 eV. The calculation puts the energy at -3226.0958 hartree. The structure (SMILES) is OC/C=C(\Cl)Br.

```
10
C3H4BrClO, DFT ωB97M-V with the def2-TZVPD basis set
C -1.07494 -0.01351 0.32047
C 0.34662 -0.46325 -0.01417
C 1.45723 0.26671 0.19739
O -1.77367 0.21065 -0.91690
Cl 1.52239 1.91156 0.70681
Br 3.06133 -0.57828 -0.15832
H -1.41331 -0.76157 1.03020
H -1.25778 0.98403 0.80553
H 0.28057 -1.37301 -0.42027
H -1.14843 -0.18331 -1.55074
```



No. 6
Below is a structure of composition C3H4BrF at a distorted geometry, with properties calculated with ωB97M-V with the def2-TZVPD basis set.

The calculation puts the energy above the lowest of the compared OMol25 structures with the same formula, charge and spin at 2.224 eV. The value obtained for the gap between HOMO and LUMO is 10.60 eV. As for the HOMO energy: -9.7270 eV. The value obtained for the LUMO energy is 0.87 eV. The calculation puts the energy at -2790.4822 hartree.

```
9
C3H4BrF, DFT ωB97M-V with the def2-TZVPD basis set
C 0.91762 0.79149 -0.75883
C 0.56798 -0.33124 -0.16173
C -1.03447 -0.39431 0.99220
F 1.10745 -1.55956 -0.40170
Br -2.35933 0.33967 -0.01105
H 1.60905 0.82970 -1.53900
H 0.20743 1.60338 -0.68634
H -1.16948 -1.57888 1.18535
H -0.75862 0.32156 1.75851
```



No. 7
Below is the molecule C3H4BrN3 at a distorted geometry, with properties calculated with ωB97M-V with the def2-TZVPD basis set.

The calculation puts the energy above the lowest of the compared OMol25 structures with the same formula, charge and spin at 3.861 eV. The value obtained for the gap between HOMO and LUMO (spin up / spin down) is 8.23 / 8.23 eV. As for the HOMO energy (spin up / spin down): -8.2155 / -8.2154 eV. The value obtained for the LUMO energy (spin up / spin down) is 0.02 / 0.02 eV. The calculation puts the energy at -2854.8323 hartree.

```
11
C3H4BrN3, DFT ωB97M-V with the def2-TZVPD basis set
C 0.87177 -0.68562 -0.56987
C 0.76428 -1.39294 0.70048
C 0.00746 0.30293 -0.78677
N 0.02387 -0.87523 1.61095
N -0.43766 0.33406 1.34842
N -0.54837 1.32000 -1.38115
Br -2.21684 0.58111 1.93319
H 1.50485 -1.05011 -1.32098
H 1.23860 -2.26834 1.13057
H -1.21569 1.71970 -0.71481
H 0.00772 2.01443 -1.95002
```



No. 8
Below is a cluster of 2 separate species, C3H4BrNO in total at a distorted geometry, with properties calculated with ωB97M-V with the def2-TZVPD basis set.

The calculation puts the energy above the lowest of the compared OMol25 structures with the same formula, charge and spin at 3.826 eV. The value obtained for the gap between HOMO and LUMO is 9.54 eV. As for the HOMO energy: -9.8958 eV. The value obtained for the LUMO energy is -0.36 eV. The calculation puts the energy at -2820.5728 hartree.

```
10
C3H4BrNO, DFT ωB97M-V with the def2-TZVPD basis set
C 1.83855 -0.90325 0.36092
C -0.50400 0.67909 -0.13508
C 0.52568 -1.20503 0.81112
N 2.98609 -1.03777 0.16685
O -0.54030 -0.67152 0.18219
Br 0.35830 -3.10484 1.25911
H 0.39318 1.06869 0.15326
H -1.24713 1.04794 0.52504
H -0.79282 0.82393 -1.17274
H 0.68170 -0.30247 2.28317
```



No. 9
Below is a cluster of 2 separate species, C3H4BrNO2 in total at a distorted geometry, with properties calculated with ωB97M-V with the def2-TZVPD basis set.

The calculation puts the energy above the lowest of the compared OMol25 structures with the same formula, charge and spin at 3.294 eV. The value obtained for the gap between HOMO and LUMO is 9.48 eV. As for the HOMO energy: -9.7033 eV. The value obtained for the LUMO energy is -0.23 eV. The calculation puts the energy at -2895.8256 hartree. The structure (SMILES) is O=C=NBr.CC=O.

```
11
C3H4BrNO2, DFT ωB97M-V with the def2-TZVPD basis set
C 1.60148 -0.06324 2.49291
C 0.05358 -0.40266 -0.70041
C -0.48098 0.94634 -0.27037
N 2.48888 0.27740 1.77335
O 0.68556 -0.74353 2.70032
O 0.07367 2.02734 -0.13740
Br 3.21237 1.61065 0.79828
H 1.09789 -0.48554 -0.85464
H -0.43072 -1.33784 -0.51530
H -0.12643 -0.21738 -1.93176
H -1.12392 0.69460 0.58710
```



No. 10
Below is a structure of composition C3H4BrNO2 at a distorted geometry, with properties calculated with ωB97M-V with the def2-TZVPD basis set.

The calculation puts the energy above the lowest of the compared OMol25 structures with the same formula, charge and spin at 3.528 eV. The value obtained for the gap between HOMO and LUMO is 9.16 eV. As for the HOMO energy: -9.7294 eV. The value obtained for the LUMO energy is -0.57 eV. The calculation puts the energy at -2895.8170 hartree.

```
11
C3H4BrNO2, DFT ωB97M-V with the def2-TZVPD basis set
C 0.23363 0.72385 0.89468
C -0.95876 0.24779 0.09483
C -0.35779 -0.83400 -0.83021
N 1.36819 0.04350 0.55692
O 0.35081 1.57020 1.76153
O 1.06125 -0.91940 -0.86767
Br 3.05262 0.70618 0.47230
H -1.63027 -0.07509 0.90574
H -1.67366 0.97584 -0.40211
H -0.79760 -1.90183 -0.70698
H -0.64843 -0.53704 -1.87902
```



No. 11
Below is the molecule C3H4BrNO2 at a distorted geometry, with properties calculated with ωB97M-V with the def2-TZVPD basis set.

The calculation puts the energy above the lowest of the compared OMol25 structures with the same formula, charge and spin at 3.545 eV. The value obtained for the gap between HOMO and LUMO is 10.61 eV. As for the HOMO energy: -10.5631 eV. The value obtained for the LUMO energy is 0.05 eV. The calculation puts the energy at -2895.8164 hartree. The structure (SMILES) is C=C[C@@H](Br)[N+](=O)[O-].

```
11
C3H4BrNO2, DFT ωB97M-V with the def2-TZVPD basis set
C 1.01533 1.44137 0.38584
C 0.66649 0.37713 -0.23126
C -0.75670 -0.15352 -0.34593
N -0.72931 -1.44626 0.38372
O -0.46654 -1.42966 1.58813
O -0.80912 -2.47140 -0.23391
Br -1.31132 -0.41144 -2.12432
H 2.10557 1.65848 0.31666
H 0.47046 2.20510 1.00346
H 1.26046 -0.13116 -0.98885
H -1.44533 0.36137 0.24645
```



No. 12
Below is a structure of composition C3H4BrNO3 at a distorted geometry, with properties calculated with ωB97M-V with the def2-TZVPD basis set.

The calculation puts the energy above the lowest of the compared OMol25 structures with the same formula, charge and spin at 4.757 eV. The value obtained for the gap between HOMO and LUMO is 9.45 eV. As for the HOMO energy: -9.6361 eV. The value obtained for the LUMO energy is -0.18 eV. The calculation puts the energy at -2971.0313 hartree.

```
12
C3H4BrNO3, DFT ωB97M-V with the def2-TZVPD basis set
C -0.81615 -0.55098 0.08216
C -1.61768 0.59000 0.61169
C 0.90009 0.16257 -0.74037
N 1.82047 -0.75338 -0.28335
O -0.85251 -1.69968 0.15997
O 1.84057 -1.86884 -0.77739
O 2.51618 -0.30157 0.60886
Br 1.20742 1.94684 -0.19517
H -1.44605 1.42995 0.03959
H -1.52879 0.72209 1.63187
H -2.67692 0.16001 0.63814
H 0.65337 0.16300 -1.77600
```